# 1
The ion C10H22BN2O5P2 with charge +1 at a distorted geometry. Source: the Open Molecules 2025 dataset; level of theory: ωB97M-V/def2-TZVPD.

As for the spin multiplicity: 1. The calculation puts the maximum force at 0.1569 Eh/bohr. The HOMO-LUMO gap comes out at 7.6 eV. The calculated total energy comes out at -43186.7187 eV. As for the highest occupied orbital energy: -12.20 eV. Its charge is +1. Its SMILES is CCCCCCn1cc(PP(=O)(O)O)[nH+]c1B(O)OC.

Last column: natural (NBO) charge in e.
Cartesian coordinates (Å):
C: 0.453 -4.244 -0.722  -0.6357
C: 0.852 -2.877 0.151  -0.4240
C: 2.246 -2.173 -0.375  -0.4158
C: 2.198 -0.532 -0.317  -0.4270
C: 1.986 -0.004 -1.871  -0.4276
C: 1.569 1.588 -1.848  -0.2430
N: 0.273 1.693 -1.074  -0.3216
C: -0.911 1.108 -1.811  -0.0544
C: -2.067 1.353 -0.673  -0.0809
P: -3.798 0.714 -1.168  0.2033
P: -4.926 -0.042 0.567  1.9098
O: -5.030 -1.623 0.448  -1.0202
O: -4.179 0.406 2.075  -0.9697
O: -6.567 0.606 0.372  -0.9150
N: -1.538 2.031 0.571  -0.5196
C: -0.030 2.238 0.321  0.1139
B: 1.098 2.897 1.357  1.1952
O: 2.040 3.907 0.757  -0.9050
O: 1.255 2.528 2.782  -0.7573
C: 2.308 1.492 2.958  -0.2739
H: 1.328 -4.615 -1.410  0.2189
H: -0.488 -3.979 -1.402  0.2097
H: 0.139 -5.141 -0.035  0.2319
H: -0.079 -2.167 0.156  0.2007
H: 1.030 -3.249 1.271  0.2198
H: 2.382 -2.462 -1.523  0.2083
H: 3.166 -2.524 0.261  0.2340
H: 3.187 -0.044 0.134  0.2094
H: 1.329 -0.222 0.413  0.2028
H: 2.962 -0.206 -2.528  0.2559
H: 1.150 -0.708 -2.349  0.2187
H: 2.400 2.194 -1.288  0.2513
H: 1.399 2.037 -2.939  0.2531
H: -1.020 0.594 -2.858  0.3077
H: -3.523 -0.503 -1.945  0.0932
H: -4.515 -0.299 2.734  0.5358
H: -6.694 0.569 -0.640  0.5053
H: -2.098 2.256 1.423  0.4851
H: 2.993 3.688 1.037  0.5145
H: 3.157 1.945 3.638  0.2227
H: 1.827 0.553 3.464  0.2208
H: 2.736 1.219 1.884  0.1691

Atoms 1-2, force components in eV/Å:
C -0.5 0.4 -0.3
C 0.4 -1.3 0.6


# 2
A cluster of 2 separate species, C10H22BNO7PS in total at a distorted geometry. Source: the Open Molecules 2025 dataset; level of theory: ωB97M-V/def2-TZVPD.

As for the spin multiplicity: 1. The calculation puts the maximum force at 0.1344 Eh/bohr. The HOMO-LUMO gap comes out at 4.2 eV. The calculated total energy comes out at -47340.5373 eV. As for the highest occupied orbital energy: -11.19 eV. Its charge is +1.

Last column: natural (NBO) charge in e.
Cartesian coordinates (Å):
O: 0.259 1.267 3.872  -0.5259
C: 1.223 1.074 4.515  0.9504
O: 2.523 1.259 4.077  -0.2276
O: 2.649 0.936 2.735  -0.4466
B: 2.848 -0.473 2.560  1.2805
O: 1.703 -1.190 2.108  -0.9313
O: 4.040 -1.106 2.787  -0.8576
O: 1.085 0.690 5.841  -0.7488
P: 1.711 -0.844 6.169  1.0588
S: 3.548 -0.717 6.750  -0.4936
H: 1.636 -1.945 2.716  0.4915
H: 3.948 -2.070 2.702  0.5017
H: 1.540 -1.745 5.084  -0.0598
H: 0.930 -1.364 7.242  0.0123
C: -3.027 -0.477 -2.321  -0.6362
C: -1.833 0.149 -3.086  0.0920
C: -0.797 -0.945 -3.417  -0.4015
C: -0.002 -1.412 -2.198  -0.4137
C: 0.633 -0.231 -1.466  -0.4063
C: -0.362 0.893 -1.115  0.0921
N: -1.222 1.264 -2.288  0.3276
O: -0.561 1.949 -3.038  -0.0760
C: -1.250 0.467 0.076  -0.6435
C: 0.427 2.095 -0.559  -0.6251
C: -2.470 0.659 -4.395  -0.6208
H: -3.741 -0.926 -3.010  0.2461
H: -2.732 -1.279 -1.647  0.2217
H: -3.574 0.274 -1.748  0.2319
H: -0.093 -0.574 -4.171  0.2276
H: -1.302 -1.800 -3.869  0.2582
H: -0.640 -1.979 -1.516  0.2145
H: 0.782 -2.102 -2.520  0.2523
H: 1.116 -0.588 -0.554  0.2706
H: 1.435 0.170 -2.098  0.2249
H: -2.037 1.201 0.264  0.2293
H: -0.656 0.390 0.988  0.2647
H: -1.716 -0.507 -0.050  0.2179
H: 1.201 2.443 -1.246  0.2311
H: 0.934 1.821 0.366  0.2607
H: -0.236 2.934 -0.337  0.2368
H: -3.224 1.422 -4.192  0.2364
H: -2.957 -0.161 -4.922  0.2475
H: -1.738 1.075 -5.089  0.2352

Atoms 1-2, force components in eV/Å:
O -0.5 0.1 -1.0
C -0.6 0.3 0.3


# 3
A structure of composition C10H22BaF6N4O14S2 at a distorted geometry. Source: the Open Molecules 2025 dataset; level of theory: ωB97M-V/def2-TZVPD.

As for the spin multiplicity: 1. The calculation puts the maximum force at 0.0708 Eh/bohr. The HOMO-LUMO gap comes out at 5.8 eV. The calculated total energy comes out at -84018.9197 eV. As for the highest occupied orbital energy: -2.44 eV. Its charge is -2. For the energy above the lowest of the compared OMol25 structures with the same formula, charge and spin, the calculation gives 1.003 eV.

Last column: Mulliken charge in e.
Cartesian coordinates (Å):
Ba: -0.519 -0.187 1.086  1.7041
N: -2.896 2.402 2.307  0.7507
O: -3.118 3.608 2.213  -0.5849
O: -2.473 1.711 1.332  -0.4822
O: -3.148 1.771 3.380  -0.6941
N: 0.139 -0.423 4.815  0.8561
O: -0.203 -0.818 5.951  -0.6708
O: -0.290 -1.035 3.782  -0.5906
O: 0.883 0.548 4.670  -0.5452
C: 2.684 3.539 1.289  0.4712
F: 2.289 3.633 0.006  -0.2361
F: 3.399 2.413 1.451  -0.2290
F: 3.403 4.633 1.517  -0.2424
S: 1.112 3.371 2.347  0.9416
O: 0.251 4.481 1.995  -0.6302
O: 0.575 2.040 1.958  -0.4618
O: 1.531 3.431 3.736  -0.6810
C: 0.325 3.673 -2.703  0.4611
F: -0.135 3.557 -3.948  -0.2386
F: 1.563 3.104 -2.623  -0.2494
F: 0.489 4.964 -2.432  -0.2426
S: -0.808 2.837 -1.425  1.1447
O: -1.855 2.223 -2.295  -0.8587
O: -0.070 1.780 -0.706  -0.2847
O: -1.356 3.929 -0.639  -0.6189
C: 2.266 -4.207 2.158  -1.5860
C: 1.817 -2.831 1.637  0.5833
C: 2.440 -2.413 0.308  -1.0412
O: 1.843 -1.123 0.009  0.2850
C: 2.764 -0.356 -0.756  -0.7094
N: 0.361 -2.829 1.532  -0.4968
H: 3.321 -4.206 2.444  0.3951
H: 2.262 -4.952 1.353  0.3523
H: 1.573 -4.536 2.928  0.4213
H: 1.899 -2.057 2.410  0.2873
H: 2.102 -3.051 -0.517  0.2828
H: 3.525 -2.471 0.389  0.3812
H: 2.686 0.698 -0.479  -0.0804
H: 2.747 -0.526 -1.832  0.2630
H: 3.806 -0.494 -0.436  0.3759
H: 0.176 -3.662 0.972  0.1179
H: -0.003 -2.982 2.470  0.2494
C: -4.384 -1.235 -2.103  -1.4311
C: -2.907 -1.462 -1.791  -0.0624
C: -1.972 -1.279 -2.973  -0.8573
O: -0.628 -1.476 -2.495  -0.0602
C: 0.283 -1.309 -3.583  -0.7297
N: -2.494 -0.491 -0.788  0.2741
H: -4.681 -1.922 -2.905  0.4012
H: -4.425 -0.221 -2.505  0.3561
H: -5.069 -1.361 -1.269  0.3775
H: -2.635 -2.456 -1.412  0.2466
H: -2.044 -0.291 -3.434  0.4060
H: -2.128 -2.117 -3.662  0.4610
H: 1.275 -1.384 -3.148  0.0509
H: 0.164 -0.252 -3.851  0.3035
H: 0.089 -1.918 -4.467  0.3459
H: -3.270 -0.479 -0.130  0.1729
H: -2.533 0.467 -1.140  -0.1241

Atoms 1-2, force components in eV/Å:
Ba 0.0 1.9 1.1
N -0.9 -0.6 1.5


# 4
A cluster of 4 separate species, C10H22Br4N2O2 in total at a distorted geometry. Source: the Open Molecules 2025 dataset; level of theory: ωB97M-V/def2-TZVPD.

As for the spin multiplicity: 1. The calculation puts the maximum force at 0.0234 Eh/bohr. The HOMO-LUMO gap comes out at 9.2 eV. The calculated total energy comes out at -297972.1171 eV. As for the highest occupied orbital energy: -8.83 eV. For the energy above the lowest of the compared OMol25 structures with the same formula, charge and spin, the calculation gives 0.000 eV. Its SMILES is CN(C)C=O.CN(C)C=O.BrCCBr.BrCCBr.

Last column: natural (NBO) charge in e.
Cartesian coordinates (Å):
C: 0.085 -2.270 -1.539  -0.4138
N: -1.114 -1.531 -1.291  -0.4295
C: -2.283 -1.850 -2.091  -0.4179
C: -1.087 -0.396 -0.553  0.5416
O: -2.008 0.385 -0.435  -0.6355
H: 0.019 -3.340 -1.328  0.1974
H: 0.902 -1.918 -0.900  0.2058
H: 0.456 -2.129 -2.561  0.2044
H: -3.166 -1.458 -1.595  0.2331
H: -2.199 -1.351 -3.061  0.2005
H: -2.356 -2.925 -2.223  0.2026
H: -0.091 -0.272 -0.095  0.1085
C: -3.408 -0.209 2.442  -0.4037
N: -4.288 0.926 2.449  -0.4374
C: -4.791 1.377 3.728  -0.4196
C: -4.652 1.558 1.300  0.5264
O: -5.486 2.435 1.234  -0.6289
H: -3.166 -0.451 1.411  0.2281
H: -3.884 -1.105 2.862  0.1821
H: -2.503 -0.042 3.033  0.1861
H: -5.650 2.026 3.583  0.2407
H: -5.144 0.514 4.301  0.1895
H: -4.026 1.899 4.307  0.1910
H: -4.105 1.196 0.417  0.1408
Br: 2.515 0.657 0.377  -0.0215
C: 3.824 1.481 1.544  -0.4407
C: 3.712 2.999 1.408  -0.4469
Br: 5.014 3.816 2.585  -0.0010
H: 4.828 1.168 1.281  0.2291
H: 3.561 1.188 2.554  0.2271
H: 2.745 3.339 1.765  0.2277
H: 3.882 3.318 0.386  0.2300
Br: 2.272 -0.766 -4.142  0.0003
C: 3.582 -1.452 -2.884  -0.4600
C: 4.972 -1.056 -3.308  -0.4740
Br: 5.277 0.828 -3.078  0.0152
H: 3.467 -2.535 -2.841  0.2274
H: 3.369 -1.088 -1.881  0.2334
H: 5.169 -1.329 -4.346  0.2294
H: 5.754 -1.639 -2.815  0.2326

Atoms 1-2, force components in eV/Å:
C 1.2 -0.2 -0.1
N -0.4 -0.1 0.2